# 1
{"formula": "C20H22IIrN2S", "method": "ωB97M-V/def2-TZVPD", "symbols": ["Ir", "C", "C", "C", "C", "C", "C", "C", "C", "C", "H", "H", "H", "H", "H", "H", "H", "H", "H", "H", "H", "H", "I", "C", "C", "C", "C", "C", "C", "C", "C", "C", "C", "H", "H", "H", "H", "H", "H", "N", "C", "N", "S", "H", "H", "H", "H"], "positions_angstrom": [[0.42, 0.06, 0.16], [2.22, -1.93, 2.38], [1.10, -0.96, 2.18], [1.36, 0.46, 2.24], [0.34, 1.39, 2.16], [0.61, 2.85, 2.35], [-0.97, 0.90, 1.87], [-1.27, -0.45, 1.77], [-2.66, -0.94, 1.53], [-0.21, -1.37, 1.96], [2.30, -2.16, 3.44], [3.17, -1.52, 2.05], [2.03, -2.87, 1.86], [2.37, 0.81, 2.39], [0.49, 3.10, 3.41], [-0.10, 3.47, 1.80], [1.62, 3.11, 2.06], [-1.77, 1.62, 1.74], [-3.14, -1.14, 2.49], [-2.66, -1.86, 0.95], [-3.26, -0.19, 1.01], [-0.43, -2.43, 1.92], [-0.65, 1.79, -1.47], [-1.42, 0.29, -2.69], [-2.12, 0.62, -3.80], [-2.59, -0.43, -4.63], [-2.32, -1.72, -4.29], [-1.59, -2.05, -3.12], [-1.36, -3.40, -2.76], [-0.68, -3.70, -1.63], [-0.18, -2.66, -0.79], [-0.38, -1.33, -1.08], [-1.11, -1.02, -2.27], [-2.34, 1.65, -4.06], [-3.15, -0.19, -5.52], [-2.66, -2.53, -4.93], [-1.74, -4.19, -3.40], [-0.49, -4.73, -1.35], [0.38, -2.95, 0.08], [2.53, 0.97, -3.06], [2.50, -0.15, -2.37], [2.48, -1.32, -2.97], [2.56, -0.09, -0.60], [2.60, 0.99, -4.07], [2.62, 1.85, -2.57], [2.56, -1.42, -3.97], [2.52, -2.15, -2.41]], "de_lowest_ev": 0.989, "e_tot_ev": -45838.9467, "homo_lumo_gap_ev": 6.706, "total_charge": 2, "lumo_ha": -0.2627}

# 2
{"formula": "C5H9ErO3", "method": "ωB97M-V/def2-TZVPD", "symbols": ["O", "C", "O", "C", "C", "H", "C", "H", "H", "H", "C", "H", "H", "H", "H", "H", "Er", "O"], "positions_angstrom": [[0.10, -2.01, 0.47], [-0.08, -0.84, 0.09], [0.96, -0.08, -0.03], [1.08, 1.18, 0.68], [-1.49, -0.35, -0.40], [-1.62, 0.73, -0.18], [-1.70, -0.63, -1.89], [-1.44, 0.22, -2.54], [-1.08, -1.48, -2.21], [-2.76, -0.87, -2.04], [2.50, 1.28, 1.19], [0.36, 1.18, 1.50], [0.84, 1.99, -0.01], [2.64, 0.65, 2.08], [2.69, 2.33, 1.47], [3.22, 0.99, 0.42], [-1.92, -3.19, 0.97], [-2.30, -1.09, 0.44]], "de_lowest_ev": 1.608, "multiplicity": 4, "e_tot_ev": -39075.1216, "homo_lumo_gap_ev": [6.701, 6.566], "total_charge": 2, "lumo_ha": [-0.4084, -0.4133], "s2": 3.75}

# 3
{"formula": "C7H7N", "method": "ωB97M-V/def2-TZVPD", "symbols": ["C", "C", "C", "C", "C", "C", "C", "H", "H", "H", "H", "H", "H", "H", "N"], "positions_angstrom": [[-1.47, -1.10, 0.01], [-2.05, 0.03, -0.35], [-1.06, 1.08, 0.01], [1.30, 1.14, 0.05], [2.15, -0.04, -0.17], [1.44, -1.22, -0.24], [0.02, -0.76, 0.14], [-2.11, -1.96, 0.22], [-3.06, 0.48, -0.69], [-1.39, 2.08, 0.22], [1.13, 2.27, -0.47], [3.29, 0.14, -0.39], [1.80, -2.07, 0.06], [-0.13, -0.72, 1.35], [0.14, 0.65, 0.25]], "de_lowest_ev": 5.660, "e_tot_ev": -8855.9643, "homo_lumo_gap_ev": 7.094, "total_charge": 0, "lumo_ha": 0.0213}

# 4
{"formula": "C3H9NO4", "method": "ωB97M-V/def2-TZVPD", "symbols": ["O", "C", "C", "N", "C", "O", "H", "H", "H", "H", "H", "O", "H", "H", "O", "H", "H"], "positions_angstrom": [[-0.21, -0.25, -2.67], [-0.55, -0.53, -1.55], [-0.69, 0.55, -0.47], [-1.70, 0.01, 0.47], [-1.43, -1.20, 1.19], [-0.41, -1.79, 0.88], [-0.52, -1.60, -1.25], [0.21, 0.63, 0.12], [-0.94, 1.59, -0.90], [-2.13, 0.73, 1.03], [-2.22, -1.43, 1.86], [1.00, 2.67, 0.25], [0.65, 2.59, -0.64], [1.89, 2.30, 0.26], [2.55, -1.28, 0.13], [2.84, -1.88, 0.83], [1.67, -1.10, 0.44]], "de_lowest_ev": 1.558, "e_tot_ev": -12935.8466, "smiles": "O=CCNC=O.O.O", "homo_lumo_gap_ev": 10.166, "total_charge": 0, "lumo_ha": 0.0184}

# 5
{"formula": "C4H7GaO3", "method": "ωB97M-V/def2-TZVPD", "symbols": ["H", "Ga", "O", "C", "O", "C", "H", "H", "O", "C", "C", "H", "H", "H", "H"], "positions_angstrom": [[-1.08, -2.07, 0.33], [1.91, 0.75, 3.53], [0.56, 0.21, 2.88], [0.10, -0.22, 1.82], [-1.14, -0.58, 1.75], [-1.63, -1.17, 0.59], [-0.65, -0.56, -0.86], [-2.70, -1.02, 0.48], [1.27, -1.05, -1.68], [0.52, -0.15, -1.34], [0.54, 1.20, -1.96], [0.64, -0.01, 0.67], [0.29, 1.18, -3.02], [-0.17, 1.84, -1.40], [1.53, 1.65, -1.79]], "multiplicity": 2, "e_tot_ev": -62736.9536, "homo_lumo_gap_ev": [7.199, 5.274], "total_charge": 3, "lumo_ha": [-0.5867, -0.6577], "s2": 0.75}

# 6
{"formula": "C11H14BN7Ni", "method": "ωB97M-V/def2-TZVPD", "symbols": ["C", "N", "N", "C", "C", "B", "N", "N", "C", "C", "C", "Ni", "N", "N", "C", "C", "C", "H", "H", "H", "H", "H", "H", "H", "H", "H", "H", "H", "C", "H", "H", "H", "N", "C"], "positions_angstrom": [[2.94, -0.05, 0.97], [1.69, -0.11, 0.43], [1.83, 0.00, -0.95], [3.14, 0.06, -1.26], [3.87, 0.02, -0.08], [0.59, 0.13, -1.86], [-0.37, -0.99, -1.45], [-0.73, -1.19, -0.11], [-1.67, -2.17, -0.11], [-1.86, -2.64, -1.40], [-1.03, -1.88, -2.22], [0.03, -0.28, 1.39], [-0.08, 1.46, -1.41], [-0.46, 1.60, -0.08], [-1.03, 2.81, 0.02], [-1.01, 3.46, -1.24], [-0.40, 2.57, -2.11], [-1.42, 3.18, 0.96], [-0.13, 2.63, -3.17], [-1.39, 4.45, -1.47], [0.86, 0.13, -3.01], [-0.86, -1.88, -3.28], [3.41, 0.17, -2.30], [-2.51, -3.44, -1.71], [4.95, 0.06, 0.01], [-2.16, -2.46, 0.82], [3.08, -0.05, 2.05], [-2.81, -0.66, 2.57], [-2.07, -1.32, 3.06], [-2.47, -2.35, 3.13], [-1.09, -1.33, 2.49], [-1.88, -0.96, 4.08], [0.57, 0.69, 4.20], [0.47, 0.35, 3.07]], "multiplicity": 3, "e_tot_ev": -63764.2895, "homo_lumo_gap_ev": [5.374, 4.951], "total_charge": 2, "lumo_ha": [-0.4098, -0.4252], "s2": 2.05}